Record 1
A molecular structure, C24H22N8O2Pd at a distorted geometry. Source: OMol25; level of theory: the ωB97M-V functional and the def2-TZVPD basis.

## Properties
HOMO (spin up / spin down)	-14.2 / -14.2	eV
frontier orbital gap (spin up / spin down)	7.80 / 5.41	eV
energy relative to the best compared isomer or geometry (same formula, charge and spin)	25.8	kJ/mol
<S²>	2.01
M	560.91	g/mol
LUMO (spin up / spin down)	-6.40 / -8.79	eV

Geometry as ORCA input:
```
! wB97M-V def2-TZVPD RIJCOSX def2/J DEFGRID3
* xyz 2 3
Pd 0.0146 0.3747 0.5702
C 1.5020 3.2993 -2.7296
O 0.3925 3.8576 -1.9327
C 0.0991 2.9465 -1.0372
N 0.7689 1.8625 -0.9952
C 1.7410 1.8929 -2.1157
C 1.5811 0.7546 -3.1076
C 0.8647 -0.4014 -2.8339
C 0.7710 -1.4212 -3.7736
C 1.4031 -1.2990 -4.9982
C 2.1364 -0.1550 -5.2758
C 2.2214 0.8637 -4.3367
C -1.0385 3.2014 -0.1225
C -1.7738 4.3671 -0.0353
C -2.8408 4.3971 0.8565
C -3.1368 3.2782 1.6306
C -2.3311 2.1707 1.4778
N -1.3226 2.1457 0.6177
C -2.4122 0.8809 2.1974
N -1.3798 0.1284 2.2597
C -1.7885 -1.1667 2.8293
C -3.3070 -0.9605 3.0789
O -3.5399 0.4516 2.7019
C -1.4106 -2.2774 1.8836
C -1.2841 -3.5759 2.3549
C -0.9189 -4.6067 1.4958
C -0.6574 -4.3472 0.1550
C -0.7748 -3.0547 -0.3277
C -1.1652 -2.0361 0.5328
H 2.3448 3.9738 -2.6309
H 1.1716 3.2606 -3.7598
H 2.7378 1.8384 -1.6815
H 0.3693 -0.5204 -1.8881
H 0.1971 -2.3147 -3.5551
H 1.3261 -2.0907 -5.7330
H 2.6444 -0.0524 -6.2275
H 2.8162 1.7444 -4.5670
H -1.5188 5.2190 -0.6507
H -3.4433 5.2919 0.9485
H -3.9649 3.2672 2.3282
H -1.2662 -1.3162 3.7714
H -3.6019 -1.0815 4.1137
H -3.9341 -1.5704 2.4372
H -1.4616 -3.7856 3.4057
H -0.8303 -5.6168 1.8775
H -0.3690 -5.1505 -0.5123
H -0.5807 -2.8419 -1.3730
H -1.4076 -1.0677 0.0775
N 3.5010 -0.3167 4.0104
N 2.9674 -0.7398 2.8264
N 3.5517 -1.6689 2.1072
C 2.7776 -1.6944 1.0224
N 1.7927 -0.8112 1.1332
N 1.9131 -0.1912 2.3076
H 4.1228 -1.0189 4.3800
H 2.7897 0.0295 4.6326
H 2.9416 -2.3462 0.1788
*
```

---

Record 2
A gas-phase ion, C5H8NS (charge +1) at a distorted geometry. Source: OMol25; level of theory: the ωB97M-V functional and the def2-TZVPD basis.

## Properties
HOMO (spin up / spin down)	-12.6 / -12.8	eV
frontier orbital gap (spin up / spin down)	6.60 / 7.43	eV
energy relative to the best compared isomer or geometry (same formula, charge and spin)	761.2	kJ/mol
M	114.19	g/mol
LUMO (spin up / spin down)	-5.96 / -5.39	eV

Geometry as ORCA input:
```
! wB97M-V def2-TZVPD RIJCOSX def2/J DEFGRID3
* xyz 1 1
C 0.9377 -0.8403 -1.1305
C -0.1328 -0.3407 1.5814
C 0.5211 1.0149 -2.4918
C -1.1229 0.3255 -0.8770
C 0.1330 -0.7268 3.0317
N 0.2815 0.2693 -1.4024
S -1.0807 0.7395 0.9672
H 2.0127 -1.0173 -1.1754
H -0.3251 1.5497 -3.0855
H 1.4473 1.1648 -2.8739
H -1.7470 0.8706 -1.5973
H -1.4050 -0.6765 -0.9247
H -0.6826 -0.1843 3.6271
H 1.0950 -0.3503 3.3872
H 0.0679 -1.7980 2.9638
*
```

---

Record 3
3 unconnected molecules or ions with the total composition C30H51BrClF3N2O8S2 at a distorted geometry. Source: OMol25; level of theory: the ωB97M-V functional and the def2-TZVPD basis.

## Properties
HOMO	-9.8	eV
frontier orbital gap	9.37	eV
SMILES string	[H]/N=C(/C)C[C@]1(CCO)[C@@H]([C@H](Br)CC)[C@@H](c2cccnc2)OS(=O)(=O)[C@]1(CCCCS(=O)(=O)Cl)CCC(F)(F)F.CC(C)O.CC(C)O
M	804.23	g/mol
LUMO	-0.42	eV

Geometry as ORCA input:
```
! wB97M-V def2-TZVPD RIJCOSX def2/J DEFGRID3
* xyz 0 1
H 0.4427 0.1829 -3.7007
N -0.4091 -0.0719 -4.2150
C -1.0331 -0.9457 -3.5339
C -2.3169 -1.4922 -4.1501
C -0.5648 -1.5224 -2.1900
C -0.6615 -0.6130 -0.8986
C -1.2770 0.7554 -1.2416
C -2.7308 0.8209 -1.7393
O -2.7545 1.6272 -2.9378
C 0.8731 -0.3861 -0.4930
C 1.1406 0.8511 0.4068
Br 1.6189 2.3705 -0.8094
C 2.2880 0.8734 1.4235
C 2.1510 0.0085 2.6992
C 1.5707 -1.6897 -0.1254
C 3.0867 -1.6480 -0.1579
C 3.8067 -2.3372 0.7870
C 5.1763 -2.2885 0.7351
C 5.7567 -1.5255 -0.2440
N 5.1044 -0.8486 -1.1750
C 3.7871 -0.9482 -1.1081
O 1.0849 -2.3088 1.0941
S -0.4063 -2.8028 0.7845
O -0.4694 -3.8535 -0.1973
O -0.8416 -3.3154 2.0462
C -1.4499 -1.3813 0.2787
C -1.5942 -0.5998 1.6040
C -2.5210 0.6259 1.7193
C -1.8957 1.7109 2.6609
C -2.4352 3.1140 2.3292
S -1.1819 4.3273 1.9132
O 0.1084 3.9558 2.3763
O -1.6632 5.5889 2.3728
Cl -1.2702 4.4338 -0.1399
C -2.8278 -1.9043 -0.1695
C -3.4660 -3.1186 0.5322
C -4.2424 -2.8407 1.8132
F -5.2642 -3.7493 1.8637
F -4.8385 -1.6386 1.8434
F -3.5543 -3.0578 2.9323
H -2.5353 -2.5052 -3.8062
H -3.1469 -0.7993 -4.0123
H -2.1236 -1.5560 -5.2218
H -1.0765 -2.4739 -2.0601
H 0.4716 -1.7765 -2.4232
H -1.2174 1.4722 -0.4210
H -0.6583 1.2106 -2.0115
H -3.4344 1.2992 -1.0531
H -3.1582 -0.1337 -2.0422
H -3.2470 2.4327 -2.7620
H 1.3214 -0.1273 -1.4501
H 0.2691 1.2259 0.9318
H 2.3497 1.9089 1.7660
H 3.2731 0.7000 0.9921
H 2.2633 0.6081 3.6041
H 2.9687 -0.7144 2.7318
H 1.2318 -0.5667 2.8049
H 1.3977 -2.4702 -0.8787
H 3.3296 -2.9383 1.5517
H 5.8133 -2.8198 1.4278
H 6.8430 -1.4671 -0.2605
H 3.2196 -0.4275 -1.8778
H -1.9857 -1.3098 2.3364
H -0.6174 -0.3453 2.0165
H -3.4428 0.3425 2.2287
H -2.8293 1.1434 0.8156
H -2.2482 1.4885 3.6693
H -0.8078 1.6486 2.7016
H -3.1693 3.1246 1.5227
H -2.9599 3.5238 3.1924
H -3.5248 -1.0704 -0.0452
H -2.8724 -2.1121 -1.2372
H -2.8238 -3.9792 0.7062
H -4.2327 -3.4850 -0.1539
C 2.9757 -6.5886 -0.0776
C 2.2374 -6.7005 -1.4039
C 2.6659 -5.6013 -2.3662
O 0.8338 -6.6258 -1.1819
H 2.7528 -5.6322 0.4057
H 2.6552 -7.3759 0.6053
H 4.0561 -6.6647 -0.2163
H 2.4332 -7.6763 -1.8514
H 2.4340 -4.6155 -1.9497
H 2.1252 -5.6873 -3.3095
H 3.7369 -5.6475 -2.5725
H 0.6461 -5.7651 -0.7874
C -0.6130 8.5342 -0.5453
C -0.0691 8.8655 0.8372
C 1.3328 8.3039 1.0278
O -0.9371 8.3420 1.8363
H -0.6799 7.4514 -0.6817
H -1.6197 8.9366 -0.6657
H 0.0233 8.9445 -1.3320
H -0.0515 9.9485 0.9727
H 1.3253 7.2133 0.9400
H 1.7073 8.5432 2.0237
H 2.0269 8.7069 0.2876
H -0.9646 7.3809 1.7332
*
```

---

Record 4
2 unconnected molecules or ions with the total composition C4H8N2O2 at a distorted geometry. Source: OMol25; level of theory: the ωB97M-V functional and the def2-TZVPD basis.

## Properties
HOMO	-8.4	eV
frontier orbital gap	9.01	eV
SMILES string	CC=C(O)O.N=C=N
energy relative to the best compared isomer or geometry (same formula, charge and spin)	338.4	kJ/mol
M	116.12	g/mol
LUMO	0.62	eV

Geometry as ORCA input:
```
! wB97M-V def2-TZVPD RIJCOSX def2/J DEFGRID3
* xyz 0 1
C 1.0441 -1.4615 -0.8638
C 0.8834 -0.0095 -0.5179
C 1.5049 0.8029 0.2903
O 1.0739 2.0249 0.6873
O 2.5370 0.4771 1.1140
H 0.9144 -1.7788 -1.9378
H 0.1242 -1.9523 -0.3605
H 1.8814 -1.9456 -0.2485
H 0.0563 0.4734 -1.0440
H 1.8369 2.6686 0.9144
H 2.4778 -0.4744 1.4660
N -2.4018 0.2193 1.2053
C -2.8172 0.3220 0.0999
N -3.0605 0.5832 -1.0454
H -2.1589 -0.5168 1.8173
H -3.8957 0.5674 -1.5766
*
```

---

Record 5
A molecular structure, C20H23I3N4NiO2S. Source: OMol25; level of theory: the ωB97M-V functional and the def2-TZVPD basis.

## Properties
HOMO (spin up / spin down)	-13.5 / -13.5	eV
frontier orbital gap (spin up / spin down)	5.88 / 5.90	eV
energy relative to the best compared isomer or geometry (same formula, charge and spin)	12.7	kJ/mol
M	822.90	g/mol
LUMO (spin up / spin down)	-7.61 / -7.58	eV

Geometry as ORCA input:
```
! wB97M-V def2-TZVPD RIJCOSX def2/J DEFGRID3
* xyz 2 1
Ni 0.7975 0.3706 1.0700
I -0.9147 -3.7749 4.7831
C 0.0417 -1.9672 4.4525
C 0.6482 -1.2567 5.4830
C 1.2712 -0.0534 5.1954
C 1.2792 0.4082 3.8936
N 0.6903 -0.2738 2.9004
C 0.0805 -1.4367 3.1742
H 0.6288 -1.6369 6.4958
H 1.7443 0.5294 5.9731
H 1.7498 1.3441 3.6248
H -0.3883 -1.9490 2.3447
C 5.2029 0.2277 0.8422
S 3.8071 -0.1852 1.8682
C 4.0986 -1.9291 2.1024
O 2.6286 -0.1320 0.8772
H 6.1096 0.0805 1.4295
H 5.1109 1.2774 0.5713
H 5.2004 -0.4061 -0.0428
H 4.9772 -2.0460 2.7373
H 4.2460 -2.4117 1.1378
H 3.2274 -2.3391 2.6108
I 0.9155 1.7018 -1.2549
I 1.2085 3.1782 0.9839
C -0.3445 3.3867 -5.0916
C -0.6743 2.0816 -4.4238
C 0.2659 1.0614 -4.3069
C -0.0518 -0.1496 -3.6941
C -1.3464 -0.3875 -3.2274
N -1.6239 -1.6935 -2.7479
C -2.8387 -2.1805 -2.2803
O -3.2940 -3.2325 -2.6392
N -3.4951 -1.4373 -1.2901
C -2.9765 -0.6448 -0.2826
C -3.8508 -0.0001 0.5979
C -3.3483 0.7573 1.6336
C -1.9801 0.8797 1.7878
N -1.1391 0.2752 0.9458
C -1.6135 -0.4693 -0.0661
C -2.2919 0.6304 -3.3253
C -1.9455 1.8404 -3.9086
H 0.6384 3.3545 -5.5582
H -0.3541 4.2105 -4.3745
H -1.0754 3.6193 -5.8659
H 1.2597 1.1934 -4.7187
H 0.6856 -0.9440 -3.6592
H -1.1604 -2.4202 -3.2782
H -4.4268 -1.8005 -1.1412
H -4.9212 -0.1008 0.4655
H -4.0120 1.2596 2.3228
H -1.5405 1.4665 2.5825
H -0.8887 -0.9552 -0.7025
H -3.3120 0.4714 -3.0090
H -2.7055 2.6078 -3.9979
*
```

---

Record 6
2 unconnected molecules or ions with the total composition C7H13N3 at a distorted geometry. Source: OMol25; level of theory: the ωB97M-V functional and the def2-TZVPD basis.

## Properties
HOMO	-8.2	eV
frontier orbital gap	8.43	eV
energy relative to the best compared isomer or geometry (same formula, charge and spin)	366.8	kJ/mol
M	139.20	g/mol
LUMO	0.24	eV

Geometry as ORCA input:
```
! wB97M-V def2-TZVPD RIJCOSX def2/J DEFGRID3
* xyz 0 1
C -0.3268 -3.9929 -1.7402
C 0.0706 0.4778 -0.5597
C -0.7946 1.9146 1.3013
C -0.8659 -0.6336 1.5671
C 1.3667 0.5542 1.4890
C 1.0420 1.9185 -2.3217
C -0.0667 0.5972 0.9691
N -0.1280 -5.0915 -1.4410
N -0.7677 -2.7501 -2.0150
N 0.7194 1.2367 -1.3044
H -1.8347 1.8341 1.1738
H -0.3655 2.6403 0.5879
H -0.7221 2.4019 2.2908
H -1.7534 -0.8731 0.8553
H -0.3624 -1.5056 1.2904
H -0.9706 -0.5728 2.6151
H 1.6779 -0.4259 1.7433
H 1.9867 1.0832 0.6947
H 1.5431 1.1373 2.3377
H -0.0608 -2.0399 -2.0516
H 0.2953 2.5341 -2.8858
H 2.0653 2.0205 -2.6809
H -1.7480 -2.4650 -1.9152
*
```

---

Record 7
A molecular structure, C36H35CoN4OPS3 at a distorted geometry. Source: OMol25; level of theory: the ωB97M-V functional and the def2-TZVPD basis.

## Properties
HOMO (spin up / spin down)	-7.9 / -8.9	eV
frontier orbital gap (spin up / spin down)	5.72 / 5.20	eV
<S²>	6.06
M	725.81	g/mol
LUMO (spin up / spin down)	-2.14 / -3.66	eV

Geometry as ORCA input:
```
! wB97M-V def2-TZVPD RIJCOSX def2/J DEFGRID3
* xyz 1 5
Co 0.5394 -1.1704 -0.7611
N 1.3224 -4.4698 -2.9997
C 0.1389 -4.8860 -2.4554
C -0.2665 -3.8490 -1.6492
N 0.6378 -2.8196 -1.6913
C 1.5820 -3.2210 -2.5109
H 1.9037 -4.9856 -3.6457
H -0.2964 -5.8488 -2.6807
H -1.1599 -3.7879 -1.0411
H 2.4652 -2.6596 -2.7852
S 2.7231 -1.6076 -1.1805
C 3.0868 -1.6778 0.4297
N 3.5953 -0.6204 1.1366
C 3.6608 -0.7936 2.5646
C 3.8296 -2.2767 2.8361
S 2.8899 -3.0538 1.4908
H 3.6430 0.2876 0.6884
H 2.7264 -0.4128 2.9924
H 4.4915 -0.2047 2.9636
H 3.4610 -2.5685 3.8225
H 4.8787 -2.5739 2.7403
O -1.4558 -0.8263 -2.0202
S -1.5655 -1.9490 -1.0280
C -3.2290 -2.6334 -1.2557
C -4.2341 -1.8930 -1.8891
C -5.5071 -2.4386 -2.0618
C -5.7797 -3.7293 -1.6107
C -4.7802 -4.4778 -0.9903
C -3.5061 -3.9336 -0.8155
C -1.9787 -1.1608 0.5534
C -2.3244 0.1946 0.6135
C -2.6287 0.7906 1.8387
C -2.5817 0.0381 3.0110
C -2.2262 -1.3093 2.9615
C -1.9211 -1.9074 1.7370
H -4.0285 -0.8878 -2.2510
H -6.2839 -1.8565 -2.5514
H -6.7714 -4.1535 -1.7476
H -4.9933 -5.4867 -0.6461
H -2.7355 -4.5326 -0.3376
H -2.3584 0.7930 -0.2945
H -2.8999 1.8427 1.8765
H -2.8185 0.5037 3.9645
H -2.1848 -1.8930 3.8777
H -1.6393 -2.9566 1.7173
N 1.5680 0.2504 -0.0490
P 1.2127 1.8725 -0.0178
C -0.3720 2.1011 -0.7991
C -0.6754 3.2974 -1.4668
C -1.9201 3.4852 -2.0702
C -2.8815 2.4795 -2.0115
C -2.6000 1.2893 -1.3455
C -1.3557 1.1038 -0.7396
C 2.5202 2.6632 -0.9278
C 3.4853 3.4581 -0.2961
C 4.5012 4.0693 -1.0345
C 4.5688 3.8890 -2.4140
C 3.6247 3.0924 -3.0559
C 2.6111 2.4809 -2.3169
C 1.1293 2.4132 1.6746
C 1.5238 1.5876 2.7365
C 1.4552 2.0381 4.0566
C 0.9947 3.3225 4.3343
C 0.6012 4.1570 3.2918
C 0.6672 3.7046 1.9728
H 0.0616 4.0959 -1.5204
H -2.1390 4.4170 -2.5850
H -3.8506 2.6241 -2.4814
H -3.3500 0.5042 -1.2946
H -1.1585 0.1708 -0.2164
H 3.4612 3.6055 0.7810
H 5.2432 4.6831 -0.5300
H 5.3608 4.3635 -2.9871
H 3.6781 2.9430 -4.1311
H 1.8837 1.8549 -2.8308
H 1.8900 0.5816 2.5465
H 1.7613 1.3834 4.8690
H 0.9414 3.6716 5.3621
H 0.2414 5.1602 3.5043
H 0.3574 4.3714 1.1717
H -0.4614 -0.1231 -0.0953
*
```

---

Record 8
A single C3H6N2 molecule at a distorted geometry. Source: OMol25; level of theory: the ωB97M-V functional and the def2-TZVPD basis.

## Properties
HOMO	-8.3	eV
frontier orbital gap	9.31	eV
SMILES string	C=C/C=N/N
energy relative to the best compared isomer or geometry (same formula, charge and spin)	282.2	kJ/mol
M	70.09	g/mol
LUMO	0.98	eV

Geometry as ORCA input:
```
! wB97M-V def2-TZVPD RIJCOSX def2/J DEFGRID3
* xyz 0 1
C -2.4873 0.1305 0.0529
C -1.2616 -0.3202 0.0534
C 0.0711 0.3948 -0.0832
N 1.0584 -0.4124 -0.0419
N 2.3021 0.1233 -0.0216
H -3.3055 -0.5742 -0.1647
H -2.6965 1.2163 -0.0764
H -1.2007 -1.4192 0.1745
H 0.1937 1.4557 -0.2185
H 2.4741 0.8818 0.7117
H 3.0774 -0.7671 -0.1205
*
```